Model P:
{
  "formula": "C3H7N3O",
  "method": "the ωB97M-V functional and the def2-TZVPD basis",
  "homo_lumo_gap_ha": 0.380,
  "spin_multiplicity": 1,
  "mol_weight_g_mol": 101.11,
  "symbols": ["C", "N", "C", "O", "N", "C", "N", "H", "H", "H", "H", "H", "H", "H"],
  "xyz": [[2.027, 0.519, -0.141], [0.947, 0.059, 0.702], [-0.305, -0.203, 0.202], [-0.441, -0.837, -1.094], [-1.256, -1.182, 0.792], [-1.760, -0.659, -0.504], [-1.494, 0.733, -0.107], [1.952, 0.018, -1.108], [2.973, 0.220, 0.315], [2.052, 1.605, -0.310], [1.012, 0.193, 1.696], [-1.783, -0.719, 1.539], [-2.637, -1.029, -1.034], [-1.286, 1.281, -0.949]]
}

=====

Model Q:
{
  "formula": "C3H7N3O",
  "method": "the ωB97M-V functional and the def2-TZVPD basis",
  "smiles": "[H]/N=C(\\NN=C)OC",
  "homo_lumo_gap_ha": 0.364,
  "spin_multiplicity": 1,
  "mol_weight_g_mol": 101.11,
  "symbols": ["H", "N", "C", "N", "N", "C", "O", "C", "H", "H", "H", "H", "H", "H"],
  "xyz": [[1.071, -0.098, 1.732], [1.407, 0.294, 0.858], [0.444, 0.168, 0.025], [-0.829, -0.275, 0.038], [-1.346, -0.775, 1.179], [-2.580, -1.197, 1.122], [0.791, 0.433, -1.275], [1.942, 1.167, -1.582], [-1.439, -0.173, -0.742], [-3.080, -1.328, 0.185], [-2.890, -1.509, 2.105], [1.915, 2.120, -1.056], [2.805, 0.595, -1.274], [1.829, 1.387, -2.665]]
}

=====

Stability check: which of them is most stable? model Q.

=====

Model P:
{
  "formula": "C3H7N3O",
  "method": "the ωB97M-V functional and the def2-TZVPD basis",
  "smiles": "N/N=C1\\CCON1",
  "homo_lumo_gap_ha": 0.322,
  "spin_multiplicity": 1,
  "mol_weight_g_mol": 101.11,
  "symbols": ["N", "N", "C", "C", "C", "O", "N", "H", "H", "H", "H", "H", "H", "H"],
  "xyz": [[-2.720, -0.094, -0.163], [-1.562, -0.765, 0.127], [-0.303, -0.301, -0.247], [0.516, 1.088, -0.219], [2.008, 0.252, 0.320], [1.871, -0.873, -0.415], [0.603, -1.455, 0.061], [-3.512, -0.786, 0.367], [-2.884, 1.098, 0.083], [0.427, 1.634, -1.315], [-0.052, 1.730, 0.484], [1.938, -0.018, 1.367], [3.138, 0.833, 0.071], [0.532, -2.342, -0.521]]
}

=====

Model Q:
{
  "formula": "C3H7N3O",
  "method": "the ωB97M-V functional and the def2-TZVPD basis",
  "smiles": "NC(=O)NN1CC1",
  "homo_lumo_gap_ha": 0.371,
  "spin_multiplicity": 1,
  "mol_weight_g_mol": 101.11,
  "symbols": ["N", "C", "O", "N", "N", "C", "C", "H", "H", "H", "H", "H", "H", "H"],
  "xyz": [[-1.528, -0.141, 1.216], [-0.385, 0.421, 1.713], [-0.097, 0.469, 2.944], [0.699, 0.441, 0.720], [-0.007, 0.580, -0.517], [0.145, -0.840, -1.154], [0.993, 0.308, -1.598], [-1.629, -0.189, 0.143], [-2.422, -0.575, 1.864], [1.294, 1.252, 1.022], [0.642, -1.776, -0.782], [-0.623, -0.984, -1.827], [2.049, 0.298, -1.165], [0.868, 0.733, -2.580]]
}

=====

Model R:
{
  "formula": "C3H7N3O",
  "method": "the ωB97M-V functional and the def2-TZVPD basis",
  "smiles": "C/N=C(/N)C(N)=O",
  "homo_lumo_gap_ha": 0.306,
  "spin_multiplicity": 1,
  "mol_weight_g_mol": 101.11,
  "symbols": ["C", "N", "C", "N", "C", "N", "O", "H", "H", "H", "H", "H", "H", "H"],
  "xyz": [[-1.350, -0.337, -1.345], [-0.803, 0.661, -0.458], [-0.175, 0.349, 0.611], [-0.670, 0.272, 1.857], [1.329, -0.011, 0.594], [1.886, 0.308, -0.589], [1.887, -0.532, 1.549], [-2.369, -0.638, -1.041], [-0.730, -1.253, -1.329], [-1.396, 0.024, -2.380], [-0.065, -0.044, 2.600], [-1.659, 0.412, 2.007], [1.271, 0.718, -1.287], [2.845, 0.070, -0.787]]
}

=====

Model S:
{
  "formula": "C3H7N3O",
  "method": "the ωB97M-V functional and the def2-TZVPD basis",
  "smiles": "[H]/N=C/NC(=O)NC",
  "homo_lumo_gap_ha": 0.381,
  "spin_multiplicity": 1,
  "mol_weight_g_mol": 101.11,
  "symbols": ["H", "N", "C", "N", "C", "O", "N", "C", "H", "H", "H", "H", "H", "H"],
  "xyz": [[3.814, 0.772, -1.541], [3.192, 0.447, -0.806], [1.969, 0.626, -1.092], [1.030, 0.271, -0.144], [-0.328, 0.140, -0.410], [-0.817, 0.412, -1.493], [-1.016, -0.306, 0.677], [-2.446, -0.492, 0.689], [1.533, 1.096, -1.978], [1.434, -0.122, 0.695], [-0.493, -0.539, 1.505], [-2.858, -0.102, -0.243], [-2.883, 0.054, 1.530], [-2.708, -1.551, 0.778]]
}

=====

Stability check: which of them is most stable? model S.

=====

Model P:
{
  "formula": "C3H7N3O",
  "method": "the ωB97M-V functional and the def2-TZVPD basis",
  "smiles": "[H]/N=C/NC(=O)NC",
  "homo_lumo_gap_ha": 0.361,
  "spin_multiplicity": 1,
  "mol_weight_g_mol": 101.11,
  "symbols": ["H", "N", "C", "N", "C", "O", "N", "C", "H", "H", "H", "H", "H", "H"],
  "xyz": [[-0.516, -0.010, 2.904], [0.276, -0.167, 2.289], [0.182, 0.567, 1.255], [1.339, 0.813, 0.379], [1.157, 0.085, -0.747], [1.766, 0.001, -1.787], [-0.062, -0.598, -0.395], [-1.212, -0.486, -1.241], [-0.661, 1.225, 1.008], [2.160, 1.372, 0.588], [0.101, -1.484, 0.065], [-1.416, 0.580, -1.407], [-2.071, -0.916, -0.717], [-1.043, -0.983, -2.194]]
}

=====

Model Q:
{
  "formula": "C3H7N3O",
  "method": "the ωB97M-V functional and the def2-TZVPD basis",
  "smiles": "[H]/N=C(\\O)N(C)N=C",
  "homo_lumo_gap_ha": 0.341,
  "spin_multiplicity": 1,
  "mol_weight_g_mol": 101.11,
  "symbols": ["H", "N", "C", "O", "N", "C", "N", "C", "H", "H", "H", "H", "H", "H"],
  "xyz": [[1.815, -2.247, -0.111], [1.161, -1.657, 0.412], [0.843, -0.677, -0.375], [1.391, -0.678, -1.615], [0.451, 0.568, 0.085], [0.166, 0.874, 1.465], [-0.652, 0.638, -0.961], [-1.834, 0.167, -0.824], [1.089, 0.145, -2.036], [0.944, 0.473, 2.123], [-0.796, 0.482, 1.808], [0.167, 1.964, 1.572], [-2.062, -0.759, -0.275], [-2.681, 0.706, -1.269]]
}

=====

Stability check: which of them is most stable? model P.

=====

Model P:
{
  "formula": "C3H7N3O",
  "method": "the ωB97M-V functional and the def2-TZVPD basis",
  "homo_lumo_gap_ha": 0.317,
  "spin_multiplicity": 1,
  "mol_weight_g_mol": 101.11,
  "symbols": ["C", "C", "N", "N", "N", "C", "O", "H", "H", "H", "H", "H", "H", "H"],
  "xyz": [[-1.118, -0.005, 0.478], [0.869, 0.614, -0.600], [-0.951, -0.239, 1.887], [1.830, 0.675, -1.494], [0.020, -1.115, -0.328], [-0.118, 1.152, 0.044], [-2.281, 0.097, 0.024], [-1.764, -0.707, 2.268], [-0.066, -0.649, 2.162], [1.590, 0.731, -2.476], [2.786, 0.608, -1.166], [0.027, -1.913, 0.301], [-0.410, -1.439, -1.192], [-0.413, 2.190, 0.091]]
}

=====

Model Q:
{
  "formula": "C3H7N3O",
  "method": "the ωB97M-V functional and the def2-TZVPD basis",
  "smiles": "C/N=C(\\N)C(N)=O",
  "homo_lumo_gap_ha": 0.351,
  "spin_multiplicity": 1,
  "mol_weight_g_mol": 101.11,
  "symbols": ["C", "N", "C", "N", "C", "N", "O", "H", "H", "H", "H", "H", "H", "H"],
  "xyz": [[-1.741, -1.193, 0.338], [-0.528, -0.530, 0.050], [0.005, 0.555, -0.304], [-0.399, 1.735, -0.861], [1.514, 0.554, -0.015], [1.978, -0.683, 0.258], [2.159, 1.591, 0.003], [-2.661, -0.611, 0.447], [-1.551, -1.704, 1.290], [-1.885, -1.981, -0.408], [0.303, 2.465, -0.816], [-1.364, 2.013, -0.934], [1.276, -1.413, 0.305], [2.895, -0.800, 0.648]]
}

=====

Model R:
{
  "formula": "C3H7N3O",
  "method": "the ωB97M-V functional and the def2-TZVPD basis",
  "homo_lumo_gap_ha": 0.304,
  "spin_multiplicity": 1,
  "mol_weight_g_mol": 101.11,
  "symbols": ["C", "C", "C", "N", "N", "N", "O", "H", "H", "H", "H", "H", "H", "H"],
  "xyz": [[-1.074, -1.162, 0.159], [0.313, -1.215, 0.248], [-1.712, 0.042, 0.363], [0.237, 1.050, 0.392], [0.941, -0.045, 0.227], [2.289, -0.055, -0.196], [-2.893, 0.232, -0.311], [-1.599, -1.963, -0.339], [0.914, -2.100, 0.161], [-1.576, 0.652, 1.235], [0.632, 1.811, -0.174], [2.360, -0.010, -1.212], [2.780, 0.738, 0.208], [-3.372, 0.985, 0.045]]
}

=====

Model S:
{
  "formula": "C3H7N3O",
  "method": "the ωB97M-V functional and the def2-TZVPD basis",
  "homo_lumo_gap_ha": 0.340,
  "spin_multiplicity": 1,
  "mol_weight_g_mol": 101.11,
  "symbols": ["C", "C", "C", "H", "H", "H", "H", "H", "H", "H", "N", "N", "N", "O"],
  "xyz": [[0.312, -1.191, 0.385], [-0.674, -0.978, -0.823], [0.331, 1.373, -0.077], [-0.634, -2.806, 0.916], [-0.323, -0.472, 1.128], [1.337, -0.856, 0.358], [-0.757, -1.889, -1.506], [-1.478, 1.983, -0.953], [1.179, 0.748, -0.040], [1.726, 2.615, 1.011], [-1.164, 0.152, -1.316], [-1.054, 1.115, -0.558], [0.668, 2.649, 0.269], [0.530, -2.443, 1.206]]
}

=====

Stability check: which of them is most stable? model Q.